1.
19
Properties=species:S:1:pos:R:3:forces:R:3 method="wB97M-V/def2-TZVPD" smiles="C=C/C(C)=C/C(O)(O)O" max_force_ev_per_a=8.6 e_tot_ev=-12522.458 orbital_gap_ev=9.175 e_homo_ev=-8.498 relative_energy_kj_mol=416.33
C 2.93240 1.10704 0.30779 -0.24 0.06 -0.07
C 2.27442 0.29951 -0.50763 -1.82 -2.72 1.29
C 0.59434 -0.33250 -0.14952 7.89 1.57 -1.67
C 0.47329 -1.78378 0.02124 -0.51 -0.02 0.16
C 0.00443 0.77182 -0.31426 -8.44 -1.05 1.41
C -1.80299 0.31562 -0.05446 1.77 1.93 -0.39
O -2.37729 1.58774 -0.11273 -0.37 0.20 -0.06
O -2.16158 -0.30881 1.16172 0.51 -0.04 -0.36
O -2.26476 -0.51288 -1.06152 0.25 -0.03 0.06
H 2.43153 1.62450 1.11757 -0.02 -0.17 0.17
H 3.99732 1.29333 0.21023 -0.11 0.21 -0.30
H 2.76571 -0.23970 -1.31128 0.04 0.09 -0.08
H 0.67221 -2.28972 -0.92399 0.01 0.03 -0.01
H -0.53593 -2.02659 0.34840 0.03 -0.18 0.00
H 1.19802 -2.13361 0.75655 -0.04 0.01 0.00
H 0.05834 1.83421 -0.42461 0.68 0.04 -0.23
H -3.34151 1.50711 -0.20055 0.20 -0.05 0.07
H -1.85071 0.24718 1.88455 -0.03 0.06 -0.05
H -3.06726 -0.96048 -0.74749 0.22 0.06 0.06


2.
86
Properties=species:S:1:pos:R:3:forces:R:3 method="wB97M-V/def2-TZVPD" max_force_ev_per_a=0.5 e_tot_ev=-107472.241 orbital_gap_ev="6.972 / 6.310" e_homo_ev="-7.303 / -7.976" relative_energy_kj_mol=0.00 spin_multiplicity=2
Ir -0.67285 0.36528 0.10059 0.41 0.07 -0.20
Cl -4.94713 -4.98698 0.00122 0.00 0.01 0.01
C -4.25710 -3.44514 0.37126 -0.02 0.01 0.01
C -3.01453 -3.14197 -0.12674 -0.03 -0.01 0.00
C -2.43621 -1.89068 0.14516 0.02 0.04 0.13
N -1.21926 -1.49882 -0.33647 -0.20 0.06 -0.21
C -0.43699 -2.43991 -1.05949 -0.26 -0.27 -0.02
O 0.34284 -3.16482 -0.49842 0.09 0.06 0.04
C -0.68312 -2.50031 -2.53658 0.18 0.04 0.00
C 0.14302 -3.28128 -3.33318 0.04 0.06 0.03
C -0.09171 -3.28610 -4.69747 0.00 -0.02 -0.01
C -1.13793 -2.52747 -5.19587 0.00 -0.01 -0.01
C -1.91915 -1.80050 -4.30783 -0.03 -0.06 0.05
N -1.70054 -1.78512 -2.99954 -0.02 -0.06 -0.08
C -3.13480 -0.95853 0.97238 0.05 -0.04 -0.09
C -4.40295 -1.28657 1.46153 0.05 -0.01 -0.02
C -4.95467 -2.51396 1.16228 0.01 -0.02 -0.02
Cl -6.52128 -2.89320 1.78163 0.01 0.00 0.00
N -2.43818 0.19932 1.18781 -0.12 -0.12 0.07
C -2.88701 1.31644 1.79907 0.00 0.01 0.07
O -3.96745 1.52364 2.32892 0.01 -0.03 -0.01
C -1.81179 2.38656 1.80366 0.05 0.03 0.07
C -1.99545 3.52691 2.55977 -0.01 0.01 0.00
C -0.98036 4.46630 2.62912 -0.04 0.02 0.04
C 0.19574 4.22712 1.94124 0.05 -0.03 -0.04
C 0.30938 3.07310 1.18565 -0.16 0.13 0.01
N -0.67510 2.17472 1.10134 0.04 -0.01 0.06
H -2.50073 -3.87243 -0.73758 0.00 0.03 0.01
H 0.94887 -3.84146 -2.87987 -0.01 -0.01 0.00
H 0.53491 -3.86713 -5.36159 0.00 0.00 0.00
H -1.35164 -2.49440 -6.25565 0.01 0.01 0.01
H -2.74531 -1.19479 -4.66237 0.00 -0.03 0.01
H -4.94251 -0.57609 2.06724 0.00 0.01 0.01
H -2.93562 3.63581 3.08175 0.00 0.00 0.00
H -1.10275 5.36603 3.21744 0.00 0.00 -0.01
H 1.02180 4.92389 1.96868 -0.01 0.00 0.00
H 1.18852 2.86042 0.60269 0.06 0.02 -0.04
C 2.40073 -0.86549 -1.47304 0.06 0.05 -0.03
Si 1.14809 0.56709 -1.46061 -0.06 0.04 0.06
C 2.30420 2.08862 -1.38277 0.01 0.00 0.00
C 0.41768 0.73826 -3.20034 -0.06 -0.01 -0.04
C 1.14588 0.52884 -4.37415 -0.03 -0.02 0.00
C 0.56964 0.73607 -5.61941 -0.04 0.02 -0.01
C -0.74493 1.18247 -5.70647 0.03 0.02 0.00
C -1.47785 1.39850 -4.54837 0.05 0.02 0.01
C -0.91794 1.16267 -3.29014 0.04 0.06 -0.01
Si -1.89756 1.35107 -1.68355 0.10 -0.12 0.11
C -2.21997 3.20160 -1.43777 0.03 0.01 -0.06
C -3.60945 0.59711 -1.90214 -0.04 0.03 -0.03
H 3.38100 -0.50235 -1.79656 -0.02 -0.02 -0.01
H 2.10468 -1.65640 -2.16336 -0.01 -0.04 0.02
H 2.52217 -1.32056 -0.48695 -0.01 0.00 -0.02
H 2.92260 2.07518 -2.28562 0.02 -0.07 0.02
H 2.99345 2.08011 -0.53008 -0.05 0.03 0.01
H 1.76850 3.03989 -1.40026 -0.03 0.03 0.02
H 2.17854 0.19485 -4.31908 -0.01 0.00 0.00
H 1.14309 0.56113 -6.52236 0.00 0.00 0.01
H -1.19468 1.35761 -6.67698 0.00 0.00 0.00
H -2.50693 1.73729 -4.63238 0.01 0.01 0.00
H -2.48697 3.62534 -2.41083 -0.04 0.03 0.04
H -1.34754 3.75033 -1.07600 0.02 -0.01 -0.03
H -3.05320 3.39185 -0.75542 0.03 -0.03 0.02
H -4.05136 0.94507 -2.84144 -0.01 0.01 0.01
H -4.27891 0.90504 -1.09416 0.01 0.00 0.00
H -3.56844 -0.49162 -1.93427 -0.01 0.04 -0.01
S 3.56756 -2.43452 4.69181 -0.04 -0.02 0.02
C 2.49127 -1.60568 3.56536 0.09 0.06 -0.03
C 1.27115 -2.20019 3.27093 -0.03 -0.02 -0.01
C 0.44000 -1.60140 2.34320 -0.02 -0.09 0.05
N 0.75210 -0.46894 1.71325 -0.22 0.10 -0.02
C 1.92044 0.10363 2.00440 0.09 0.02 0.01
C 2.81965 -0.42114 2.91009 -0.05 -0.02 0.04
C 4.57716 -1.09406 5.27474 -0.02 0.02 -0.03
C 5.93483 -1.07299 5.00130 0.01 -0.01 0.00
C 6.69193 -0.02163 5.50472 -0.01 0.02 0.01
N 6.18449 0.97248 6.22552 -0.01 -0.02 -0.01
C 4.87740 0.93652 6.48267 0.01 0.00 0.00
C 4.03498 -0.07126 6.04260 0.00 0.01 -0.01
H 0.96041 -3.11616 3.75542 0.01 0.01 0.00
H -0.51473 -2.04884 2.09718 0.03 0.03 -0.01
H 2.15398 1.01659 1.47027 0.01 -0.05 0.00
H 3.75687 0.08607 3.08794 0.01 0.00 0.01
H 6.39252 -1.85044 4.40498 0.00 0.00 0.00
H 7.75688 0.02328 5.30672 0.00 0.00 0.00
H 4.48397 1.75167 7.07964 0.00 0.00 -0.01
H 2.98168 -0.06046 6.29000 0.01 0.00 0.00


3.
16
Properties=species:S:1:pos:R:3:forces:R:3 method="wB97M-V/def2-TZVPD" smiles="C/C=N/[C@H]1C(=O)N1C" max_force_ev_per_a=4.4 e_tot_ev=-10339.073 orbital_gap_ev=9.668 e_homo_ev=-8.965 relative_energy_kj_mol=352.47
C 2.78336 0.91861 0.09288 -0.97 -1.05 -1.70
C 1.29152 0.42278 -0.10722 0.33 1.82 3.46
N 0.36585 0.86936 0.70687 3.24 -1.01 -2.87
C -0.98469 0.65201 0.78088 -1.60 -0.09 1.93
C -2.01653 0.68788 -0.32539 0.85 2.42 1.27
O -2.56102 1.40139 -1.07387 -1.13 1.20 -2.28
N -1.95478 -0.45468 0.22823 1.58 -3.15 0.77
C -1.60254 -1.78332 -0.29140 -1.67 1.45 -0.54
H 3.46520 -0.00861 0.29575 -1.17 1.82 -0.27
H 2.82381 1.69834 0.87769 0.15 -0.58 -0.54
H 3.03440 1.33270 -0.96370 0.09 -0.49 1.90
H 1.24856 -0.34803 -0.83999 -0.78 -0.65 -0.75
H -1.25588 0.85712 1.84141 -0.39 -0.12 -1.04
H -0.56646 -1.79724 -0.44903 1.45 -0.37 -0.34
H -1.90750 -2.47039 0.43590 -0.17 -1.26 0.99
H -2.16330 -1.97792 -1.20902 0.20 0.07 0.02


4.
83
Properties=species:S:1:pos:R:3:forces:R:3 method="wB97M-V/def2-TZVPD" smiles=COC[C@H](C)N.COC[C@H](C)N.COC[C@H](C)N.COC[C@H](C)N.CCO.O.O max_force_ev_per_a=1.5 e_tot_ev=-39832.459 orbital_gap_ev=9.002 e_homo_ev=-9.028 relative_energy_kj_mol=37.80
C 5.51626 1.64626 4.72476 -0.01 0.08 0.52
O 5.37425 1.23258 3.39454 -0.16 -0.13 -0.13
C 5.61183 -0.14861 3.21357 -0.33 0.02 0.40
C 5.05618 -0.57618 1.87392 1.01 -0.76 -0.61
C 3.55282 -0.55145 1.82428 -0.41 0.45 -0.19
N 5.55291 -1.95620 1.61344 -0.45 0.55 0.53
H 5.02849 2.61517 4.82413 0.14 0.05 -0.03
H 6.56433 1.72453 5.04300 0.02 0.07 -0.20
H 5.03608 0.96094 5.43684 -0.11 -0.05 -0.20
H 6.68425 -0.36071 3.31669 0.01 -0.07 -0.17
H 5.08410 -0.72688 3.98665 0.11 0.04 0.04
H 5.49211 0.07866 1.10487 -0.33 0.32 0.13
H 3.16636 -0.78723 0.82891 0.11 -0.13 0.00
H 3.18953 0.45652 2.03500 0.01 -0.06 0.13
H 3.10115 -1.24548 2.53376 0.12 -0.04 0.05
H 5.12762 -2.29249 0.76033 0.20 -0.12 -0.08
H 6.55875 -1.92154 1.51154 0.01 -0.20 -0.22
C -5.20382 -0.29975 0.89205 -0.09 -0.19 0.20
O -4.41154 -1.41004 1.25954 -0.06 0.01 0.01
C -3.05399 -1.25939 0.88999 -0.19 0.16 0.04
C -2.20026 -2.04380 1.86961 0.42 -0.15 0.04
C -2.08824 -1.28287 3.17049 0.27 0.23 0.42
N -0.82234 -2.26942 1.37564 -0.65 0.53 -0.16
H -6.24564 -0.55054 1.08967 0.02 -0.14 -0.11
H -5.07127 -0.07160 -0.16882 -0.06 0.22 0.03
H -4.96572 0.56899 1.51590 0.17 0.11 -0.24
H -2.89201 -1.58179 -0.14971 -0.07 -0.12 0.04
H -2.77284 -0.19714 0.93588 0.05 -0.05 0.00
H -2.69933 -2.99239 2.08431 0.08 -0.13 -0.24
H -1.37388 -1.76247 3.84175 -0.12 -0.17 0.01
H -3.04365 -1.18084 3.68269 -0.04 0.02 -0.07
H -1.68016 -0.28336 2.97693 -0.14 0.03 -0.01
H -0.41224 -1.33601 1.39106 0.39 -0.19 0.02
H -0.86846 -2.42327 0.36932 0.01 -0.30 0.07
C 0.07119 4.82329 -3.30571 -0.29 1.51 -0.23
O -0.66251 4.83414 -2.09888 -0.21 -0.19 0.26
C -1.14625 3.54406 -1.77274 -0.05 -0.32 -0.70
C -2.35641 3.52416 -0.85071 0.00 0.33 0.60
C -2.14425 3.95072 0.60147 0.17 -0.23 0.15
N -2.94111 2.17259 -0.83263 0.31 0.22 0.00
H -0.55948 5.14614 -4.14939 -0.24 -0.76 0.02
H 0.56178 3.87175 -3.49507 0.16 0.02 -0.04
H 0.75965 5.67492 -3.27022 0.44 -0.48 0.31
H -1.50806 3.04579 -2.68702 0.13 0.15 -0.09
H -0.30347 2.92516 -1.42671 -0.19 -0.03 0.35
H -3.08367 4.25018 -1.22672 -0.09 -0.29 -0.37
H -1.91395 5.00895 0.71947 0.00 0.03 -0.18
H -1.35152 3.39117 1.10693 0.02 -0.09 -0.18
H -3.06702 3.72152 1.13533 -0.01 0.16 0.05
H -2.22105 1.55187 -0.46581 -0.14 -0.14 0.01
H -3.11183 1.85210 -1.78054 -0.05 0.02 0.00
C -2.38673 -5.86127 -1.00509 0.28 -0.12 -0.05
O -2.33387 -5.35790 -2.32204 -0.14 -0.03 -0.05
C -1.88613 -4.01592 -2.35919 -0.20 -0.30 -0.55
C -1.75482 -3.60353 -3.81771 0.04 -0.01 -0.92
C -1.37746 -2.13246 -3.98386 0.05 -0.21 0.53
N -2.95161 -3.90979 -4.64038 -0.15 0.10 1.19
H -1.37177 -6.11003 -0.67273 -0.08 0.08 0.20
H -2.98024 -6.77293 -1.00411 -0.04 0.01 -0.09
H -2.83642 -5.14138 -0.31430 0.01 0.01 0.01
H -2.65137 -3.40143 -1.86235 0.34 0.24 0.22
H -0.89097 -3.95154 -1.90091 -0.17 0.28 0.32
H -0.93513 -4.17836 -4.26199 -0.05 -0.20 0.21
H -0.80657 -1.98829 -4.89808 -0.12 0.10 -0.08
H -0.75983 -1.82248 -3.13546 0.03 0.12 -0.10
H -2.26520 -1.49775 -4.00435 0.01 0.02 -0.01
H -3.67568 -3.27378 -4.29671 0.04 0.14 -0.35
H -3.29986 -4.79591 -4.27056 0.16 -0.18 -0.42
C 1.51437 4.50605 0.64161 -0.56 0.75 0.07
C 1.60954 3.08921 1.14839 0.48 0.45 -0.38
O 1.92406 2.18363 0.08736 -0.07 -0.25 0.01
H 2.42783 4.93679 0.22713 0.17 -0.44 -0.09
H 1.24135 5.19306 1.44985 -0.08 -0.18 0.10
H 0.72184 4.58288 -0.10252 0.12 0.08 -0.12
H 0.63365 2.77045 1.50290 0.08 -0.09 0.28
H 2.35457 3.05579 1.94813 -0.11 -0.41 0.07
H 2.84792 2.26312 -0.16443 0.04 0.11 0.08
O 0.33586 -0.21655 -0.46301 -0.35 0.12 0.03
H 0.78492 0.62596 -0.31859 0.26 0.06 -0.01
H 0.88843 -0.70995 -1.08143 0.13 0.00 -0.02
O 2.01990 -1.72362 -2.24289 0.08 -0.03 -0.09
H 2.69652 -2.36330 -2.00390 -0.02 -0.06 0.09
H 2.24920 -1.43945 -3.13238 -0.06 0.04 -0.06


5.
28
Properties=species:S:1:pos:R:3:forces:R:3 method="wB97M-V/def2-TZVPD" max_force_ev_per_a=4.0 e_tot_ev=-29337.702 orbital_gap_ev="6.925 / 8.650" e_homo_ev="-6.883 / -8.862" relative_energy_kj_mol=529.72
C -2.82750 -3.67004 -0.10571 -1.41 -2.43 -0.43
C -3.67134 -2.66251 -0.53062 -2.52 -2.38 1.91
C -1.45169 -3.61358 -0.33643 -1.18 -2.77 1.30
C -3.12670 -1.54543 -1.04300 -1.06 2.96 -0.49
C -0.91366 -2.51122 -0.83266 0.63 3.56 -0.92
C -1.81374 -1.46277 -1.11021 3.69 -0.66 -0.34
C 2.26659 2.98379 0.41617 -1.39 0.30 1.56
C 1.61679 1.00206 1.66297 -1.63 0.31 1.18
C 2.61651 0.73062 -0.46389 -0.41 0.67 -2.29
C 1.63985 1.58291 0.27490 1.37 1.03 1.54
Si 0.08768 1.81901 -0.77409 -0.51 -2.40 1.07
S -1.63662 2.59296 0.12155 -0.13 0.43 0.82
H -3.32998 -4.65041 0.19593 1.00 1.49 -0.06
H -4.78959 -2.78038 -0.32021 1.69 0.31 -0.58
H -0.82767 -4.47725 -0.11431 -0.12 0.12 0.10
H -3.67038 -0.63985 -1.25996 -0.60 -0.03 -0.20
H 0.15592 -2.39995 -0.91713 0.10 0.08 -0.25
H 1.67609 3.58536 1.15861 -0.32 0.14 -1.38
H 3.10283 2.91515 1.07647 1.53 -0.40 -0.22
H 2.48474 3.45046 -0.53391 0.04 0.45 0.03
H 2.54800 1.14957 2.24214 -0.02 -0.53 -0.74
H 1.21497 -0.02361 1.70201 0.52 0.24 0.01
H 0.92576 1.59892 2.24070 -0.58 0.13 0.58
H 2.23312 -0.28679 -0.37818 0.86 -0.25 -0.20
H 2.38694 1.09969 -1.48473 1.16 -0.88 -0.35
H 3.68911 0.95414 -0.22562 -1.01 -0.62 0.02
H 0.36112 2.52494 -1.93931 0.64 1.08 -1.61
H -0.94716 2.73424 1.27853 -0.35 0.05 -0.05